Formula: C2H4NP
Source: the OMol25 dataset
Level of theory: ωB97M-V/def2-TZVPD

Results
Calculated total energy in hartree: -474.59286
LUMO (spin up / spin down) in eV: -1.08 / -1.04
Total charge: 0
Orbital gap (spin up / spin down) in Eh: 0.248 / 0.259
ΔE to the lowest compared entry with this formula, charge and spin in kcal per mole: 50.7

XYZ file:
```
8
C2H4NP | the OMol25 dataset | ωB97M-V/def2-TZVPD
C -0.301 -0.709 0.068
C -0.060 0.633 -0.534
N 0.084 1.728 0.163
P -1.982 0.073 0.009
H -0.134 -1.543 -0.604
H 0.092 -0.870 1.070
H 0.033 0.722 -1.609
H 0.097 1.570 1.170
```

List of natural (NBO) charges in e, atom by atom: -0.75 -0.07 -0.55 0.35 0.25 0.22 0.22 0.34